{"formula": "C30H30B3F2MgNaO36", "method": "ωB97M-V with the def2-TZVPD basis set", "e_lumo_ha": -0.07339, "fmax_ha_per_bohr": 0.030, "e_homo_ev": -9.53, "gap_ev": 7.53, "energy_ha": -4507.483598, "elements": ["Na", "Mg", "O", "C", "O", "B", "O", "C", "O", "O", "C", "O", "C", "O", "O", "O", "C", "O", "B", "O", "C", "O", "O", "C", "O", "C", "O", "O", "O", "C", "O", "B", "O", "C", "O", "O", "C", "O", "C", "O", "O", "C", "C", "O", "C", "O", "O", "F", "H", "H", "H", "C", "C", "O", "C", "O", "O", "F", "H", "H", "H", "O", "C", "O", "C", "C", "C", "H", "H", "H", "H", "H", "H", "H", "H", "O", "C", "O", "C", "C", "C", "H", "H", "H", "H", "H", "H", "H", "H", "O", "C", "O", "C", "C", "C", "H", "H", "H", "H", "H", "H", "H", "H"], "positions_angstrom": [[4.129, -1.553, 1.070], [-2.097, -2.566, -1.212], [0.433, -6.111, -1.144], [0.992, -5.407, -1.938], [2.014, -5.695, -2.704], [2.300, -4.528, -3.587], [1.274, -3.497, -3.238], [0.504, -4.002, -2.336], [-0.484, -3.461, -1.877], [2.245, -4.908, -4.988], [3.457, -4.764, -5.536], [3.771, -5.026, -6.651], [4.366, -4.098, -4.463], [3.644, -4.014, -3.343], [5.479, -3.716, -4.616], [1.319, -0.563, -1.276], [0.923, -0.175, -2.347], [1.577, 0.370, -3.328], [0.632, 0.768, -4.429], [-0.674, 0.146, -3.989], [-0.523, -0.381, -2.829], [-1.333, -1.020, -2.192], [1.165, 0.283, -5.686], [1.107, 1.271, -6.593], [1.281, 1.156, -7.760], [0.681, 2.552, -5.845], [0.445, 2.201, -4.579], [0.537, 3.626, -6.333], [1.648, 3.363, 1.696], [1.482, 2.228, 2.004], [1.715, 1.156, 1.243], [1.092, 0.021, 1.903], [1.111, 0.375, 3.329], [1.031, 1.712, 3.394], [0.734, 2.357, 4.345], [1.820, -1.256, 1.710], [1.019, -2.144, 1.143], [1.276, -3.265, 0.843], [-0.352, -1.469, 0.947], [-0.282, -0.245, 1.379], [-1.293, -1.981, 0.398], [-1.581, 0.941, 5.749], [-2.250, 2.182, 5.129], [-3.611, 2.015, 5.406], [-3.841, 0.816, 5.995], [-4.901, 0.430, 6.327], [-2.687, 0.138, 6.162], [-2.092, 2.059, 3.757], [-0.950, 1.280, 6.570], [-1.045, 0.371, 5.001], [-1.941, 3.163, 5.463], [-0.150, 6.629, 3.608], [-0.548, 5.737, 4.777], [-1.850, 5.350, 4.410], [-1.950, 5.403, 3.041], [-2.824, 4.924, 2.412], [-0.867, 6.041, 2.540], [-0.612, 6.423, 5.955], [0.926, 6.635, 3.446], [-0.417, 7.670, 3.802], [0.112, 4.878, 4.914], [4.213, 2.880, -0.147], [4.462, 4.057, -0.228], [5.376, 4.562, -1.053], [6.115, 3.633, -1.845], [7.091, 4.376, -2.726], [3.802, 5.117, 0.600], [5.414, 3.074, -2.473], [6.622, 2.883, -1.233], [7.968, 4.741, -2.193], [6.611, 5.219, -3.221], [7.440, 3.682, -3.492], [2.768, 5.287, 0.306], [4.324, 6.071, 0.663], [3.756, 4.806, 1.645], [-2.596, -4.351, -0.462], [-2.932, -5.533, -0.484], [-2.491, -6.389, 0.378], [-1.484, -5.971, 1.331], [-0.894, -7.192, 1.991], [-3.959, -6.093, -1.412], [-1.924, -5.298, 2.070], [-0.744, -5.391, 0.787], [0.195, -7.173, 1.961], [-1.196, -8.122, 1.504], [-1.185, -7.360, 3.029], [-3.502, -6.970, -1.883], [-4.210, -5.404, -2.210], [-4.827, -6.448, -0.864], [-3.716, -1.457, -1.050], [-4.644, -0.656, -1.065], [-4.588, 0.486, -0.456], [-3.379, 0.876, 0.224], [-3.623, 2.195, 0.942], [-5.895, -0.852, -1.841], [-2.502, 0.881, -0.426], [-3.168, 0.121, 0.988], [-4.211, 1.953, 1.825], [-4.160, 2.930, 0.345], [-2.672, 2.627, 1.237], [-5.773, -1.489, -2.711], [-6.277, 0.102, -2.205], [-6.690, -1.239, -1.199]], "mulliken_charge": [0.9713, 1.1654, -0.5450, 0.2364, -0.5695, 1.3176, -0.5673, 0.9417, 0.8187, -0.5321, 0.5525, -0.5492, 0.5862, -0.5137, -0.5760, -0.3948, 0.4144, -0.6278, 1.1724, -0.5244, 0.9683, 0.3514, -0.4427, 0.5754, -0.5556, 0.5755, -0.5195, -0.5638, -0.5313, 0.4636, -0.3701, 1.1422, -0.9146, 0.4023, -0.5722, -0.4836, 0.2880, -0.5578, 0.0493, -0.1386, -0.7974, 0.1007, 0.5399, -0.4088, 0.5031, -0.5087, -0.3768, -0.1680, 0.2618, -0.0274, 0.0652, -0.4617, 0.6752, -0.3183, 0.6613, -0.4927, -0.3071, -0.3318, 0.2945, 0.2667, 0.0268, -0.5180, 0.6784, -0.3047, -0.0523, -1.2538, -0.7498, 0.2232, 0.2607, 0.3127, 0.3187, 0.3768, 0.1952, 0.3535, 0.1954, -1.1063, 0.6982, -0.2926, 0.6362, -1.4097, -1.2879, 0.3452, -0.3544, 0.3180, 0.3316, 0.3662, 0.3685, 0.3104, 0.3294, -1.0176, 0.9179, -0.3430, 0.4323, -1.1513, -1.3503, 0.0122, 0.0814, 0.3542, 0.4090, 0.1708, 0.3518, 0.3898, 0.3147]}

{"formula": "C30H30Br2N4OTb", "method": "ωB97M-V with the def2-TZVPD basis set", "relative_energy_kcal_mol": 17.7, "total_charge": 1, "e_lumo_ha": [-0.12009, -0.10739], "fmax_ha_per_bohr": 0.048, "e_homo_ev": [-10.13, -10.15], "gap_ev": [6.87, 7.22], "energy_ha": -7427.737871, "multiplicity": 7, "s2": 12.094, "elements": ["Tb", "C", "N", "C", "C", "C", "N", "C", "C", "H", "H", "H", "H", "H", "H", "H", "H", "H", "H", "H", "H", "H", "H", "H", "H", "Br", "C", "C", "C", "Br", "C", "C", "C", "C", "N", "C", "C", "O", "H", "H", "H", "H", "C", "C", "C", "C", "C", "C", "C", "C", "C", "C", "C", "C", "C", "C", "C", "N", "H", "H", "H", "H", "H", "H", "H", "H", "H", "H"], "positions_angstrom": [[-0.485, -0.701, 0.752], [-2.513, -0.875, -1.879], [-2.332, -1.610, -0.633], [-1.979, -3.003, -0.930], [-3.688, -1.607, 0.072], [-3.566, -2.130, 1.500], [-2.561, -1.427, 2.263], [-3.081, -0.114, 2.640], [-2.204, -2.163, 3.538], [-3.439, -1.259, -2.378], [-1.648, -0.960, -2.537], [-2.552, 0.190, -1.663], [-2.849, -3.608, -1.243], [-1.528, -3.579, -0.131], [-1.274, -3.023, -1.780], [-4.346, -2.173, -0.602], [-4.012, -0.544, 0.038], [-3.268, -3.128, 1.474], [-4.562, -2.015, 1.918], [-3.971, -0.177, 3.264], [-3.240, 0.540, 1.767], [-2.310, 0.545, 3.141], [-3.087, -2.290, 4.172], [-1.454, -1.615, 4.115], [-1.822, -3.158, 3.330], [-1.495, 4.129, 1.710], [0.291, 3.476, 1.644], [1.420, 4.340, 1.539], [2.715, 3.896, 1.582], [4.140, 5.112, 1.268], [2.945, 2.492, 1.613], [4.162, 1.858, 1.791], [4.307, 0.494, 1.916], [3.133, -0.278, 1.807], [1.937, 0.252, 1.642], [1.790, 1.644, 1.639], [0.436, 2.082, 1.702], [-0.571, 1.252, 1.834], [1.165, 5.370, 1.489], [5.050, 2.506, 1.893], [5.257, -0.023, 2.032], [3.201, -1.329, 1.844], [2.441, -4.154, -0.302], [3.214, -3.575, -1.305], [3.014, -2.271, -1.764], [1.925, -1.563, -1.268], [1.097, -2.128, -0.255], [1.388, -3.400, 0.185], [1.483, -0.246, -1.784], [2.127, 0.245, -2.989], [1.732, 1.461, -3.514], [0.686, 2.177, -2.889], [0.192, 3.378, -3.496], [-0.903, 4.014, -3.001], [-1.593, 3.385, -1.847], [-1.135, 2.225, -1.259], [0.032, 1.620, -1.793], [0.458, 0.401, -1.249], [2.663, -5.138, 0.045], [4.074, -4.114, -1.677], [3.703, -1.825, -2.499], [0.821, -3.817, 1.041], [2.899, -0.374, -3.425], [2.195, 1.821, -4.450], [0.739, 3.788, -4.359], [-1.343, 4.877, -3.501], [-2.483, 3.899, -1.479], [-1.538, 1.925, -0.320]], "mulliken_charge": [0.3255, -1.2709, 0.7386, -1.1201, -0.9707, -1.1840, 0.6985, -1.2451, -1.1484, 0.4537, 0.2840, 0.3522, 0.3664, 0.3147, 0.3944, 0.5284, 0.4381, 0.5322, 0.3733, 0.4768, 0.2922, 0.2710, 0.3934, 0.3353, 0.3351, -0.1371, 0.1563, -0.4739, -0.3582, -0.1855, 0.9718, -0.4747, -1.0369, -0.3763, 0.0228, 0.3274, -0.0373, -0.5020, 0.5051, 0.3003, 0.4168, 0.5675, -0.9796, -0.7578, -0.7651, 0.0740, 0.9331, -0.3964, 1.1928, -1.3460, -1.1212, 1.1627, -0.6832, -0.9515, -1.2438, -0.1707, -0.1245, 1.2951, 0.5031, 0.3925, 0.4343, 0.2572, 0.3516, 0.3913, 0.3824, 0.4214, 0.4510, 0.6468]}

{"formula": "C30H30Br2N6O7Zr", "method": "ωB97M-V with the def2-TZVPD basis set", "relative_energy_kcal_mol": 79.3, "e_lumo_ha": -0.03766, "fmax_ha_per_bohr": 0.109, "e_homo_ev": -6.83, "gap_ev": 5.81, "energy_ha": -7211.619140, "elements": ["Zr", "N", "C", "C", "C", "C", "N", "C", "N", "N", "C", "O", "O", "H", "H", "H", "H", "H", "H", "H", "H", "H", "H", "H", "H", "H", "H", "C", "C", "C", "C", "C", "C", "Br", "C", "C", "Br", "C", "O", "C", "N", "H", "H", "H", "H", "H", "H", "O", "C", "O", "C", "C", "C", "N", "C", "C", "C", "O", "O", "H", "H", "H", "C", "C", "C", "C", "C", "C", "C", "H", "H", "H", "H", "H", "H", "H"], "positions_angstrom": [[-0.376, 0.467, -0.624], [-1.224, -3.498, 0.897], [0.009, -3.276, 1.647], [1.180, -4.193, 1.164], [2.384, -4.058, 2.068], [2.214, -4.214, 3.611], [2.288, -2.926, 4.340], [2.687, -2.764, 5.563], [2.777, -1.538, 6.183], [2.912, -3.841, 6.363], [0.345, -1.791, 1.548], [0.715, -1.112, 2.530], [0.144, -1.226, 0.345], [-1.134, -3.326, -0.100], [-1.712, -4.295, 1.250], [-0.146, -3.521, 2.694], [1.384, -3.936, 0.110], [0.859, -5.238, 1.138], [2.939, -3.128, 1.838], [3.168, -4.773, 1.802], [3.075, -4.802, 3.907], [1.346, -4.759, 3.970], [1.861, -2.047, 3.926], [2.888, -0.778, 5.497], [3.399, -1.511, 6.977], [2.746, -4.755, 6.010], [3.109, -3.660, 7.360], [0.267, 3.864, -3.137], [-1.041, 3.208, -2.966], [-2.199, 3.982, -3.284], [-3.394, 3.356, -3.579], [-3.514, 1.947, -3.379], [-4.632, 1.182, -3.697], [-6.181, 1.817, -4.643], [-4.636, -0.167, -3.418], [-3.597, -0.836, -2.786], [-3.871, -2.521, -1.972], [-2.375, -0.152, -2.611], [-1.349, -0.724, -2.033], [-2.311, 1.264, -2.935], [-1.146, 1.936, -2.608], [0.163, 4.384, -4.074], [1.106, 3.147, -3.140], [0.381, 4.631, -2.328], [-2.055, 5.095, -3.426], [-4.179, 3.896, -4.117], [-5.533, -0.735, -3.712], [6.642, -0.001, -2.300], [5.628, -0.608, -2.761], [5.719, -1.603, -3.576], [4.275, -0.138, -2.509], [3.280, -0.883, -3.201], [1.987, -0.668, -2.811], [1.591, 0.320, -1.939], [2.576, 1.105, -1.402], [3.908, 0.903, -1.664], [2.153, 1.939, -0.243], [2.912, 2.280, 0.681], [0.790, 2.146, -0.165], [3.459, -1.624, -3.926], [1.189, -1.229, -3.273], [4.583, 1.582, -1.096], [-2.207, 0.778, 0.680], [-2.700, 2.118, 0.891], [-3.993, 2.592, 0.571], [-4.280, 3.929, 0.482], [-3.313, 4.913, 0.805], [-2.081, 4.473, 1.171], [-1.777, 3.108, 1.365], [-2.886, -0.001, 0.270], [-1.594, 0.443, 1.499], [-4.806, 1.874, 0.449], [-5.227, 4.154, 0.010], [-3.457, 6.018, 0.663], [-1.282, 5.202, 1.426], [-0.833, 2.803, 1.735]], "mulliken_charge": [1.4709, -0.5483, 0.1179, -0.8949, -0.9769, -0.9309, 0.1568, 0.7821, -0.4957, -0.3824, 0.3536, -0.8745, -0.5771, 0.1657, 0.2403, 0.4225, 0.2065, 0.3638, 0.4157, 0.5154, 0.6370, 0.5271, 0.0891, 0.2480, 0.2464, 0.1925, 0.2105, -1.6218, 0.7850, -0.6376, -0.9128, 1.3392, -0.2652, -0.2238, -0.0849, -0.6223, -0.1782, 0.1034, -0.5841, 0.5646, 0.1135, 0.6398, 0.0705, 0.2897, 0.3556, 0.3293, 0.3787, -0.7201, 0.4845, -0.7454, 0.3396, -0.8874, -0.6111, 0.2562, 0.7125, -0.8879, 0.3398, -0.6682, -0.4928, 0.5646, 0.5518, 0.4521, -1.7683, 0.8830, -0.3627, -0.3391, -0.4980, -0.5066, -0.6904, 0.4138, 0.7704, 0.3474, 0.3855, 0.3112, 0.3523, 0.4939]}